# C4H9NO

C4H9NO in the gas phase (ωB97M-V with the def2-TZVPD basis set, the Open Molecules 2025 dataset).

Geometry as XYZ:
```
15
C4H9NO ωB97M-V with the def2-TZVPD basis set
C 1.236 -1.762 -0.239
C 1.307 -0.467 0.570
N 0.344 0.542 0.138
C -0.979 0.617 0.445
C -1.687 1.685 -0.405
O -1.555 -0.066 1.274
H 2.015 -2.469 0.072
H 1.375 -1.560 -1.307
H 0.264 -2.243 -0.100
H 1.140 -0.680 1.631
H 2.311 -0.032 0.492
H 0.539 1.148 -0.638
H -1.054 2.281 -1.081
H -2.195 2.385 0.258
H -2.429 1.181 -1.028
```

The HOMO energy is -9.645 eV. Its largest force on an atom is 0.76 eV Å⁻¹. Its gap between HOMO and LUMO is 10.532 eV. Its SMILES is CCNC(C)=O. The energy above the lowest of the compared OMol25 structures with the same formula, charge and spin comes out at 7.6 kcal per mole. Its spin multiplicity is 1.